{
  "formula": "C18H27Cl14N3O2",
  "method": "the ωB97M-V functional and the def2-TZVPD basis",
  "elements": ["Cl", "Cl", "Cl", "Cl", "Cl", "Cl", "Cl", "Cl", "Cl", "Cl", "Cl", "Cl", "Cl", "Cl", "O", "O", "N", "N", "N", "C", "C", "C", "C", "C", "C", "C", "C", "C", "C", "C", "C", "C", "C", "C", "C", "C", "C", "H", "H", "H", "H", "H", "H", "H", "H", "H", "H", "H", "H", "H", "H", "H", "H", "H", "H", "H", "H", "H", "H", "H", "H", "H", "H", "H"],
  "positions_angstrom": [[20.703, -7.642, -6.223], [18.002, -4.877, -2.799], [18.747, -4.563, -5.595], [20.665, -5.127, 1.618], [21.696, -5.202, -0.896], [22.500, -10.150, -3.607], [18.146, -6.633, -7.189], [16.823, -10.209, -2.128], [21.268, -4.074, -3.273], [19.537, -10.866, -1.157], [22.282, -10.560, 1.069], [20.017, -10.147, -5.099], [21.353, -6.696, -4.793], [22.360, -9.842, -1.737], [17.020, -7.359, 1.281], [19.150, -7.297, 0.641], [22.352, -7.151, -2.231], [19.742, -7.077, -1.270], [17.989, -7.670, 0.527], [24.078, -7.801, -0.672], [19.610, -6.228, -6.289], [18.289, -3.683, -4.082], [21.672, -5.762, -3.346], [20.519, -5.952, 0.136], [24.115, -8.599, -2.977], [21.392, -11.113, -4.641], [20.520, -8.081, -1.738], [22.904, -7.960, -3.196], [18.977, -6.524, -2.195], [17.684, -8.542, -0.618], [20.619, -8.551, -3.049], [19.761, -7.911, -4.005], [18.600, -10.266, -2.557], [18.892, -6.919, -3.524], [22.899, -7.152, -0.981], [24.676, -8.572, -1.696], [21.271, -10.161, -0.339], [20.790, -9.188, -0.239], [18.229, -5.819, -1.862], [18.995, -9.311, -2.903], [22.420, -7.984, -4.161], [25.584, -9.094, -1.435], [16.617, -8.752, -0.692], [18.247, -9.475, -0.621], [24.570, -9.166, -3.776], [19.100, -3.051, -3.720], [22.022, -11.265, -5.518], [17.295, -3.263, -4.240], [19.445, -6.014, -5.233], [24.481, -7.674, 0.322], [22.487, -6.453, -0.269], [21.325, -9.336, -3.272], [19.609, -8.297, -5.002], [20.822, -6.981, 0.329], [20.702, -11.046, -0.623], [18.700, -10.967, -3.385], [18.064, -8.020, -1.496], [22.733, -5.921, -3.153], [19.508, -5.939, -0.271], [21.212, -8.471, -1.007], [18.296, -6.345, -4.219], [21.100, -6.179, -2.517], [21.042, -12.066, -4.243], [20.240, -5.459, -6.736]],
  "forces_ev_per_a": [[-2.2, -6.9, -16.0], [-3.1, 12.4, -5.6], [-4.4, 10.0, 3.1], [0.1, 1.4, 3.1], [-2.8, 7.4, 1.5], [4.6, -8.8, -16.8], [0.1, -0.7, -0.5], [-0.4, -2.4, -3.2], [-0.1, 2.7, -2.5], [-11.1, -0.1, -7.8], [0.4, 0.0, 1.1], [0.3, -3.5, -1.8], [6.5, 10.5, 6.5], [-2.9, -3.9, 15.5], [2.5, -0.2, -1.7], [-5.3, -3.8, 5.4], [6.6, -7.5, 3.8], [0.5, -3.9, -9.4], [-1.9, -0.1, 1.8], [0.6, -0.8, -1.7], [1.3, -4.1, -2.6], [-2.2, 1.0, -0.2], [-1.0, 2.5, -0.4], [1.8, 2.6, 1.3], [2.0, 1.7, 0.8], [0.7, -0.8, -1.0], [-1.0, 1.8, -1.5], [3.0, 2.6, 2.6], [1.5, -5.4, 0.8], [-0.8, 0.8, 0.8], [-5.2, 2.3, 1.2], [-2.0, 0.3, 5.0], [-3.2, -2.6, -0.5], [0.8, -2.3, -0.2], [2.7, -2.3, -1.3], [0.8, 1.6, 0.8], [6.8, 1.0, 4.8], [-0.8, -2.2, 2.2], [0.8, -5.0, 5.5], [-0.9, -0.6, 1.0], [1.2, -0.4, 1.1], [0.1, -0.2, -0.4], [0.6, 1.0, 1.1], [-0.4, 1.2, 1.5], [0.3, 0.2, 0.1], [-0.4, 0.0, -0.5], [-0.4, -0.3, 0.0], [0.5, 0.8, -0.4], [1.1, -3.0, -1.1], [0.1, -0.4, 0.0], [1.3, -2.7, 0.7], [-3.4, 1.9, -0.3], [-0.9, 0.8, 1.7], [0.8, 0.9, 0.0], [7.7, -1.3, 3.8], [-0.3, -0.1, 0.6], [-1.1, -0.5, 0.5], [-0.2, 2.6, -0.8], [1.6, 2.7, 1.6], [-0.8, 2.2, -1.4], [-0.4, -1.2, 0.1], [-0.6, 1.7, -2.4], [0.2, 0.2, 0.4], [0.0, -0.6, -0.4]],
  "lowdin_charge": [0.56, 0.90, 0.75, 0.64, 0.83, 0.69, 0.62, 0.64, 0.62, 0.93, 0.54, 0.79, 0.63, 0.69, 0.06, -0.10, -0.24, -0.14, -0.29, -0.03, -1.23, -0.71, -0.96, -1.04, -0.22, -0.67, -0.24, -0.39, -0.40, -0.16, -0.33, -0.41, -0.78, -0.17, -0.25, -0.09, -1.03, 0.00, -0.12, -0.02, 0.01, 0.11, 0.04, -0.02, 0.10, -0.01, 0.05, 0.04, -0.14, 0.12, -0.04, -0.17, -0.10, 0.06, -0.26, -0.01, 0.06, 0.07, 0.05, 0.01, 0.04, -0.03, 0.06, 0.04],
  "total_energy_ev": -202923.26927,
  "lumo_ev": -0.56
}